ORCA calculation (the ωB97M-V functional and the def2-TZVPD basis) on 4 unconnected molecules or ions with the total composition C2H12NO3 in a non-equilibrium geometry.

The HOMO-LUMO gap comes out at 0.41073 Ha. Its charge is +1. The value obtained for the largest force on an atom is 0.0250 hartree/bohr. The energy relative to the best compared isomer or geometry (same formula, charge and spin) is 15.2 kcal per mole. For the HOMO energy, the calculation gives -14.9 eV. Its calculated total energy is -363.62663 a.u.

Geometry as XYZ:
```
18
C2H12NO3, DFT the ωB97M-V functional and the def2-TZVPD basis
C -0.665 -1.727 -0.748
C 1.338 -0.400 -0.843
N 0.114 -0.574 -1.160
H -0.986 -1.645 0.285
H -1.568 -1.741 -1.357
H -0.144 -2.672 -0.884
H 1.796 -1.193 -0.287
H 1.860 0.508 -1.084
H -0.329 0.181 -1.710
H -0.598 1.043 4.296
H -1.280 0.260 3.197
O -0.474 0.758 3.380
H -2.176 1.341 -2.923
H -0.918 2.200 -2.805
O -1.233 1.292 -2.713
H 2.535 0.858 1.711
H 1.093 0.853 2.216
O 1.634 0.658 1.429
```